# 1
Entry from OMol25: CH4N2O2S in the gas phase (the ωB97M-V functional and the def2-TZVPD basis).

XYZ file:
```
10
Properties=species:S:1:pos:R:3:nbo_charge:R:1
S -1.74 1.25 -0.14 1.58
O -0.68 0.42 -1.17 -0.72
O -2.67 0.38 0.53 -0.90
N -0.04 2.68 1.08 -0.29
N -0.62 1.64 1.23 -0.30
C 0.22 -0.57 -0.80 -0.28
H 0.74 -0.80 -1.80 0.20
H 0.52 2.83 1.86 0.32
H -0.41 -1.55 -0.45 0.21
H 1.03 -0.12 -0.22 0.19
```

Results
- Kohn-Sham gap (hartree) = 0.341


# 2
Entry from OMol25: a molecular structure, C21H37ClCoN3O7S (the ωB97M-V functional and the def2-TZVPD basis).

XYZ file:
```
71
Properties=species:S:1:pos:R:3:mulliken_spin:R:1
Co -0.10 -0.27 0.42 2.66
Cl -2.40 -0.08 0.20 0.07
S 0.33 2.36 2.14 -0.01
O -0.23 -2.37 0.25 0.03
O -1.05 2.91 2.56 0.00
O 0.96 3.70 1.73 0.00
O 0.37 -0.18 -1.39 0.08
O 0.09 1.60 0.60 0.07
O 1.96 -0.67 0.74 0.00
O -0.31 -0.64 2.48 0.04
N 3.37 0.86 -0.20 0.01
N 0.51 -4.37 -0.53 0.00
N -1.33 -0.17 4.45 0.00
C -0.43 2.75 -5.13 0.00
C -0.64 1.52 -4.50 0.00
C -0.80 -1.31 5.16 0.00
C -4.14 0.78 -1.43 0.00
C 1.49 -5.11 -1.29 0.00
C 0.21 3.78 -4.46 0.00
C 1.31 1.78 3.57 0.00
C -1.18 -0.04 3.13 0.00
C 3.55 1.69 0.98 0.00
C 3.64 1.49 -1.47 0.00
C 2.76 -0.31 -0.14 0.03
C 0.66 3.57 -3.16 0.00
C -0.56 -5.12 0.09 0.00
C -2.22 -1.65 -1.81 0.02
C 0.53 -3.04 -0.46 0.00
C -2.72 0.82 -1.90 0.00
C -2.01 0.84 5.23 0.00
C -0.45 -0.02 -2.52 -0.01
C -1.89 -0.21 -2.07 -0.01
C -0.20 1.31 -3.20 0.01
C 0.47 2.34 -2.54 -0.01
H -3.27 -1.88 -1.93 0.00
H 0.36 4.73 -4.94 0.00
H -2.21 1.71 4.61 0.00
H -0.98 -5.84 -0.62 0.00
H -0.24 -1.92 4.47 0.00
H 3.24 0.89 -2.28 0.00
H -1.88 0.65 2.65 0.00
H -0.14 -0.98 5.97 0.00
H 2.21 -4.41 -1.70 0.00
H -4.84 1.17 -2.16 0.00
H 0.70 1.86 4.49 0.00
H -1.41 1.15 6.08 0.00
H 2.22 2.39 3.68 0.00
H -4.25 1.37 -0.51 0.00
H 3.20 1.15 1.85 0.00
H -2.96 0.46 5.60 0.00
H 1.17 4.36 -2.63 0.00
H -1.14 0.72 -5.03 0.00
H 1.01 -5.65 -2.11 0.00
H -1.36 -4.45 0.39 0.00
H 0.84 2.15 -1.55 0.00
H -1.91 -1.93 -0.81 0.00
H 3.05 -1.00 -0.94 0.00
H 1.26 -2.55 -1.11 0.00
H -1.66 -2.29 -2.50 0.00
H 2.96 2.59 0.88 0.00
H -0.78 2.90 -6.14 0.00
H -0.19 -5.66 0.97 0.00
H -0.23 -0.80 -3.25 0.00
H -2.35 1.81 -2.15 0.00
H 2.00 -5.82 -0.66 0.00
H 3.18 2.48 -1.50 0.00
H -4.44 -0.24 -1.18 0.00
H 1.59 0.71 3.44 0.00
H 4.60 1.95 1.09 0.00
H 4.72 1.60 -1.62 0.00
H -1.61 -1.90 5.59 0.00
```

Results
- charge = -1
- multiplicity = 4
- Kohn-Sham gap (spin up / spin down) (hartree) = 0.178 / 0.177


# 3
Entry from OMol25: a molecular structure, C42H31AsN2O4S2TeTi (the ωB97M-V functional and the def2-TZVPD basis).

XYZ file:
```
84
Properties=species:S:1:pos:R:3:mulliken_spin:R:1
Te 2.28 -1.69 1.97 0.01
As -2.18 -0.55 -1.48 -0.01
Ti -0.14 0.52 -0.37 0.73
S -1.87 -1.56 1.41 -0.01
S -1.66 2.82 3.23 0.01
O -0.39 2.21 -1.38 -0.02
O 0.48 3.64 -2.86 0.04
O 1.97 -2.87 -0.84 0.10
O 0.56 -1.26 -0.18 -0.01
N 1.04 0.32 -1.95 0.17
N 1.20 1.31 0.81 -0.05
C -3.47 -1.61 0.84 0.00
C 0.44 2.54 -2.29 0.02
C -4.76 1.95 -3.68 0.00
C -3.75 -1.26 -0.51 0.01
C -5.80 -2.24 1.09 0.00
C 2.53 1.49 -3.40 -0.04
C -3.26 -0.29 -4.29 0.00
C -0.72 1.99 1.96 -0.02
C -1.62 -2.18 -2.40 -0.01
C -0.76 -4.41 -3.82 0.00
C 2.90 2.77 2.51 0.15
C -1.50 1.43 0.98 0.06
C -0.30 -3.15 -4.17 -0.01
C -1.62 -4.56 -2.75 0.00
C -3.23 0.21 -2.99 0.02
C -2.05 -3.45 -2.04 0.00
C 3.40 2.05 1.42 -0.05
C 2.54 1.33 0.63 0.19
C 0.70 2.01 1.89 0.15
C 1.45 -1.75 -0.98 -0.01
C -0.73 -2.05 -3.46 0.03
C 2.73 -3.38 3.32 0.00
C -3.97 1.36 -2.72 0.00
C 3.00 -0.79 -2.78 -0.12
C 5.67 -1.46 4.65 0.00
C 5.94 -3.75 5.31 0.00
C -5.02 -1.44 -1.03 0.00
C -3.11 2.39 2.39 0.03
C 1.40 1.43 -2.62 0.15
C 4.47 -1.76 4.03 -0.01
C -4.03 0.31 -5.27 0.00
C 4.01 -3.08 4.02 0.00
C 3.68 -0.70 3.35 0.01
C -4.54 -2.07 1.63 0.00
C 6.41 -2.44 5.30 0.00
C -2.87 1.69 1.25 0.01
C 4.75 -4.06 4.66 0.00
C 3.35 0.35 -3.49 0.28
C 1.85 -0.78 -2.01 0.28
C -4.80 1.42 -4.96 0.00
C -6.05 -1.94 -0.24 0.00
C 1.53 2.73 2.74 -0.09
H 2.92 0.74 -0.20 0.00
H -6.60 -2.62 1.71 0.00
H 3.14 -0.12 4.10 0.00
H -5.43 1.87 -5.72 0.00
H -5.20 -1.20 -2.08 0.00
H -7.03 -2.09 -0.66 0.00
H 3.63 -1.67 -2.77 -0.01
H 6.03 -0.44 4.62 0.00
H -1.95 -5.55 -2.46 0.00
H -4.05 2.70 2.81 0.00
H -2.70 -3.58 -1.18 0.00
H 4.34 -0.02 2.82 0.00
H -4.34 -2.31 2.66 0.00
H -3.91 1.79 -1.72 0.00
H -3.69 1.35 0.62 0.00
H 2.78 -4.32 2.78 0.00
H 3.56 3.36 3.14 0.02
H -0.42 -5.28 -4.37 0.00
H -0.35 -1.06 -3.73 0.00
H -5.35 2.83 -3.45 0.00
H -4.05 -0.10 -6.27 0.00
H 0.38 -3.04 -5.01 0.00
H 4.27 0.39 -4.07 0.04
H 6.50 -4.52 5.81 0.00
H 4.39 -5.08 4.66 0.00
H 4.46 2.04 1.20 -0.01
H 1.09 3.27 3.57 0.00
H 1.92 -3.46 4.05 0.00
H 7.34 -2.19 5.79 0.00
H 2.80 2.41 -3.89 0.00
H -2.69 -1.18 -4.53 0.00
```

Results
- charge = -2
- multiplicity = 3
- Kohn-Sham gap (spin up / spin down) (hartree) = 0.152 / 0.202


# 4
Entry from OMol25: 4 unconnected molecules or ions with the total composition C3H14N2O2S (the ωB97M-V functional and the def2-TZVPD basis).

XYZ file:
```
22
Properties=species:S:1:pos:R:3:nbo_charge:R:1
S 2.81 0.20 0.92 -0.04
O -4.72 0.67 -0.28 -0.96
O -0.04 1.91 1.74 -0.94
N -1.67 -0.20 0.17 -0.88
N -0.05 -1.32 -1.48 -0.65
C 1.64 -0.97 0.23 -0.56
C 1.25 -0.65 -1.29 -0.23
C -1.25 -0.44 -1.22 -0.06
H -1.03 0.53 -1.66 0.16
H 3.86 -0.58 -0.53 0.13
H 0.27 2.74 1.38 0.48
H -2.06 -0.99 -1.70 0.19
H -0.25 -1.60 -2.45 0.37
H 2.01 -2.04 0.24 0.22
H 0.71 -0.90 0.78 0.22
H 2.00 -1.20 -1.89 0.20
H -1.07 0.44 0.72 0.39
H -3.85 0.42 0.07 0.49
H -1.65 -1.06 0.68 0.36
H 0.76 1.38 1.83 0.47
H 1.30 0.43 -1.50 0.18
H -4.85 1.57 0.05 0.46
```

Results
- Kohn-Sham gap (hartree) = 0.297


Results for maximum force: 3.2; 10.5; 2.4; 4.8 (in eV/A, following the order of the records).
Results for E: -698.561796; -3754.396174; -6179.321191; -780.769367 (in hartree, following the order of the records).
Results for energy above the lowest of the compared OMol25 structures with the same formula, charge and spin: 3.089; 3.228; 2.377; 2.561 (in eV, following the order of the records).